(1)
Molecular formula: C15H15FN2O4S2
Method: DFT, wB97M-V/def2-TZVPD

## Properties
Structure (SMILES) = CNC(=O)C(=O)NC[C@@H](c1cccs1)S(=O)(=O)c1ccc(F)cc1
E_HOMO = -0.3307 hartree
Max |F| = 0.99 eV Å⁻¹

Structure (ORCA input):
```
! wB97M-V def2-TZVPD RIJCOSX def2/J DEFGRID3
* xyz 0 1
H -1.60 3.53 3.44
C -4.69 -2.63 0.57
F 3.49 -3.34 -3.39
H 0.35 5.28 3.29
H 3.96 0.58 -1.25
C 1.79 -1.92 -0.55
C 3.46 -0.37 -1.36
H 1.71 2.33 -0.71
C 3.82 -1.26 -2.35
C -2.62 -1.37 0.20
C 3.15 -2.47 -2.43
C 0.44 2.66 0.96
N -3.92 -1.58 -0.04
H 1.03 -2.16 0.17
C 2.45 -0.70 -0.48
H -5.54 -2.21 1.12
C -0.66 2.48 1.75
H -4.35 -0.97 -0.73
C 0.20 4.42 2.67
C -0.04 1.09 -1.00
H -5.07 -3.32 -0.19
H -0.40 -0.38 0.50
H -0.75 1.82 -1.42
N -0.81 0.10 -0.29
H 4.60 -1.04 -3.06
C 2.15 -2.82 -1.54
H -1.34 1.67 1.65
O 3.17 1.14 1.27
H 0.49 0.62 -1.83
S 1.33 4.07 1.43
C -2.07 -0.21 -0.63
C -0.79 3.49 2.72
O 1.13 -0.16 1.74
C 0.98 1.79 -0.11
O -2.73 0.34 -1.50
H 1.66 -3.78 -1.62
H -4.04 -3.16 1.26
S 1.98 0.50 0.79
O -1.91 -2.01 0.95
*
```


(2)
Molecular formula: C21H25BF3IrN7S
Method: DFT, wB97M-V/def2-TZVPD

## Properties
E_HOMO (spin up / spin down) = -0.5482 / -0.5378 hartree
Max |F| = 0.82 eV Å⁻¹
Expectation value of S² = 8.79

Structure (ORCA input):
```
! wB97M-V def2-TZVPD RIJCOSX def2/J DEFGRID3
* xyz 2 6
H 3.13 -1.60 3.95
H 1.44 3.46 3.15
C 0.53 2.94 3.47
C 2.74 -0.76 3.38
C -0.30 2.51 2.30
C -5.50 -1.66 -1.19
H -0.04 3.62 4.09
H 3.70 2.71 -2.78
H 3.60 3.47 0.88
C 1.62 -2.41 0.28
F -5.37 -0.43 -0.67
C -4.11 -3.74 -1.24
H 4.53 1.97 0.80
H 2.74 -3.37 1.93
N 0.12 1.62 1.40
C -1.71 -3.62 -1.37
C -2.93 -1.68 -1.37
H 2.30 1.55 1.97
N 1.25 1.09 -1.37
H -5.03 -4.31 -1.16
H -2.20 3.62 2.45
H 3.55 -0.05 3.23
N 1.13 -1.16 0.13
C -1.90 2.22 0.78
C -4.15 -2.36 -1.26
F -6.31 -2.37 -0.41
S -2.76 -0.01 -1.70
C 1.67 -3.41 -0.83
N 1.98 1.48 -0.29
H 1.10 0.19 -4.00
C 2.17 -1.25 2.08
C -3.15 2.40 -0.03
H 4.83 3.26 -0.38
H -2.94 2.48 -1.09
H 1.97 -0.27 3.99
Ir -0.39 -0.11 -1.03
H 1.23 -3.01 -1.74
C 2.23 -2.51 1.52
H 0.83 2.09 4.08
C 2.99 2.22 -2.13
N -0.84 1.42 0.44
N -1.72 -2.29 -1.35
B 1.54 1.09 1.16
C 4.06 2.75 0.20
H -3.87 1.60 0.14
H -0.76 -4.11 -1.42
C 3.04 2.17 -0.73
H -3.64 3.32 0.28
H 1.98 1.57 -4.65
F -6.02 -1.56 -2.41
H 0.36 1.80 -4.02
C -2.89 -4.38 -1.33
C 1.29 1.26 -3.87
C 1.86 1.53 -2.51
H 2.71 -3.63 -1.05
N 1.51 -0.45 1.24
H 1.20 -4.35 -0.54
H -2.83 -5.46 -1.36
C -1.58 2.90 1.94
*
```


(3)
Molecular formula: C3H11NO4
Method: DFT, wB97M-V/def2-TZVPD

## Properties
E_HOMO (spin up / spin down) = -0.5644 / -0.5644 hartree
Max |F| = 4.34 eV Å⁻¹
Expectation value of S² = 1.76

Structure (ORCA input):
```
! wB97M-V def2-TZVPD RIJCOSX def2/J DEFGRID3
* xyz 1 2
O 2.66 0.40 -0.85
N 0.12 -0.89 -0.01
H 0.56 -1.03 0.92
H 0.47 -0.01 -2.49
O 1.84 0.75 1.29
H -2.85 -0.81 1.29
H -0.88 -1.12 0.21
H -3.27 -1.56 2.56
H -3.32 -1.47 -0.89
H -0.46 1.05 0.24
C 0.25 0.52 -0.41
C 1.70 0.99 -0.03
O -2.61 -0.95 2.21
H 2.84 -0.49 -0.53
H -1.16 0.55 -2.00
O -2.70 -0.82 -0.50
H 1.75 2.06 -0.23
H 0.11 1.71 -2.14
C -0.08 0.72 -1.90
*
```


Taking the records one at a time from the top gives relative energy (zero: lowest compared OMol25 entry of this formula, charge and spin) values of 19.7, 7.5, 144.5 kcal/mol.